Molecular formula: C2H3N3O3
Method: DFT, wB97M-V/def2-TZVPD

Calculated values
frontier orbital gap: 10.166 eV
E_tot: -12729.2180 eV
HOMO level: -0.3727 Eh
energy above the lowest of the compared OMol25 structures with the same formula, charge and spin: 457.32 kJ/mol
strongest force on any atom: 8.28 eV/A

Each atom is followed by the atoms it is bonded to, with distances in Å.
CARTESIAN COORDINATES (ANGSTROEM)
1 C 0.68 0.38 0.14  N7 1.168, N8 1.527, O11 1.410
2 C -1.48 -0.37 -0.08  O9 1.270, O10 1.150, O11 1.400
3 H 3.73 -0.13 0.00  N6 1.248
4 H 2.78 -1.36 0.96  no bonds
5 H 0.02 2.38 -0.32  N8 1.139
6 N 2.69 -0.75 -0.28  H3 1.248, N7 1.395
7 N 1.82 0.33 -0.14  C1 1.168, N6 1.395
8 N -0.28 1.54 0.38  C1 1.527, H5 1.139, O9 1.563
9 O -1.50 0.87 -0.34  C2 1.270, N8 1.563
10 O -2.25 -1.22 -0.01  C2 1.150
11 O -0.17 -0.74 0.25  C1 1.410, C2 1.400

=====

Molecular formula: C10H30N10O20
Method: DFT, wB97M-V/def2-TZVPD

Calculated values
frontier orbital gap: 10.082 eV
E_tot: -66678.5415 eV
HOMO level: -0.3941 Eh
SMILES: C[N+](=O)[O-].C[N+](=O)[O-].C[N+](=O)[O-].C[N+](=O)[O-].C[N+](=O)[O-].C[N+](=O)[O-].C[N+](=O)[O-].C[N+](=O)[O-].C[N+](=O)[O-].C[N+](=O)[O-]
energy above the lowest of the compared OMol25 structures with the same formula, charge and spin: 154.26 kJ/mol
strongest force on any atom: 3.75 eV/A

Each atom is followed by the atoms it is bonded to, with distances in Å.
CARTESIAN COORDINATES (ANGSTROEM)
1 C -3.08 3.07 -3.32  N2 1.529, H5 1.090, H6 1.090, H7 1.090
2 N -4.15 1.99 -3.44  C1 1.529, O3 1.198, O4 1.181
3 O -3.83 0.83 -3.47  N2 1.198
4 O -5.25 2.37 -3.63  N2 1.181
5 H -3.50 3.95 -2.83  C1 1.090
6 H -2.92 3.43 -4.34  C1 1.090
7 H -2.21 2.71 -2.77  C1 1.090
8 C 4.64 1.12 -1.02  N9 1.451, H12 1.090, H13 1.090, H14 1.090
9 N 6.08 1.05 -1.05  C8 1.451, O10 1.233, O11 1.237
10 O 6.61 0.16 -0.37  N9 1.233
11 O 6.66 1.93 -1.69  N9 1.237
12 H 4.28 0.96 -2.04  C8 1.090
13 H 4.50 2.13 -0.64  C8 1.090
14 H 4.34 0.27 -0.41  C8 1.090
15 C 2.06 3.94 -2.19  N16 1.516, H19 1.090, H20 1.090, H21 1.090
16 N 0.56 3.75 -2.34  C15 1.516, O17 1.221, O18 1.230
17 O -0.02 4.11 -3.35  N16 1.221
18 O 0.00 3.19 -1.40  N16 1.230
19 H 2.18 4.75 -2.91  C15 1.090
20 H 2.52 3.00 -2.47  C15 1.090
21 H 2.22 4.25 -1.15  C15 1.090
22 C 1.25 0.04 4.24  N23 1.510, H26 1.090, H27 1.090, H28 1.090
23 N 1.91 -1.29 3.97  C22 1.510, O24 1.209, O25 1.225
24 O 3.10 -1.30 4.19  N23 1.209
25 O 1.24 -2.24 3.58  N23 1.225
26 H 0.80 0.43 3.33  C22 1.090
27 H 1.88 0.79 4.71  C22 1.090
28 H 0.42 -0.27 4.88  C22 1.090
29 C -5.42 1.62 0.06  N30 1.516, H33 1.090, H34 1.090, H35 1.090
30 N -3.95 1.43 -0.24  C29 1.516, O31 1.230, O32 1.277
31 O -3.53 0.28 -0.16  N30 1.230
32 O -3.26 2.47 -0.48  N30 1.277
33 H -5.72 2.46 -0.58  C29 1.090
34 H -5.39 1.96 1.10  C29 1.090
35 H -5.89 0.65 -0.12  C29 1.090
36 C -2.43 -3.21 0.90  N37 1.492, H40 1.090, H41 1.090, H42 1.090
37 N -1.78 -4.09 1.92  C36 1.492, O38 1.245, O39 1.211
38 O -1.91 -3.84 3.13  N37 1.245
39 O -0.90 -4.83 1.53  N37 1.211
40 H -2.64 -2.28 1.42  C36 1.090
41 H -3.33 -3.65 0.45  C36 1.090
42 H -1.75 -3.02 0.07  C36 1.090
43 C -2.70 -0.67 4.05  N44 1.493, H47 1.090, H48 1.090, H49 1.090
44 N -4.18 -0.52 4.16  C43 1.493, O45 1.251, O46 1.212
45 O -4.83 -0.13 3.16  N44 1.251
46 O -4.70 -0.93 5.17  N44 1.212
47 H -2.51 -0.33 3.03  C43 1.090
48 H -2.42 -1.72 4.17  C43 1.090
49 H -2.39 -0.03 4.87  C43 1.090
50 C 2.26 -1.22 -3.68  N51 1.493, H54 1.090, H55 1.090, H56 1.090
51 N 3.52 -1.81 -3.14  C50 1.493, O52 1.218, O53 1.230
52 O 3.54 -2.97 -2.75  N51 1.218
53 O 4.50 -1.08 -3.26  N51 1.230
54 H 2.00 -1.72 -4.61  C50 1.090
55 H 2.49 -0.18 -3.88  C50 1.090
56 H 1.48 -1.38 -2.94  C50 1.090
57 C 2.78 -3.81 1.10  N58 1.450, H61 1.090, H62 1.090, H63 1.090
58 N 2.26 -2.61 0.46  C57 1.450, O59 1.237, O60 1.221
59 O 3.02 -1.66 0.61  N58 1.237
60 O 1.17 -2.77 -0.07  N58 1.221
61 H 2.76 -3.63 2.17  C57 1.090
62 H 3.80 -3.89 0.73  C57 1.090
63 H 2.19 -4.66 0.76  C57 1.090
64 C -0.40 0.24 -0.20  N65 1.473, H68 1.090, H69 1.090, H70 1.090
65 N 1.03 0.58 -0.12  C64 1.473, O66 1.195, O67 1.227
66 O 1.43 0.86 0.97  N65 1.195
67 O 1.71 0.49 -1.14  N65 1.227
68 H -0.79 0.37 0.80  C64 1.090
69 H -0.48 -0.79 -0.56  C64 1.090
70 H -0.89 0.92 -0.90  C64 1.090

=====

Molecular formula: C45H67N3O25
Method: DFT, wB97M-V/def2-TZVPD

Calculated values
frontier orbital gap (spin up / spin down): 4.130 / 2.082 eV
E_tot: -103387.5362 eV
HOMO level (spin up / spin down): -0.3943 / -0.3943 Eh
charge: +1
multiplicity: 2
strongest force on any atom: 4.28 eV/A

Each atom is followed by the atoms it is bonded to, with distances in Å.
CARTESIAN COORDINATES (ANGSTROEM)
1 C -4.36 0.06 -3.88  O2 1.412, H7 1.090, H8 1.090, H9 1.090
2 O -3.90 1.37 -3.64  C1 1.412, C3 1.363
3 C -4.52 2.32 -4.40  O2 1.363, C4 1.572, H10 1.090, H11 1.090
4 C -4.40 3.73 -3.70  C3 1.572, O5 1.445, H12 1.090, H13 1.090
5 O -3.04 4.11 -3.41  C4 1.445, C6 1.410
6 C -2.71 3.87 -2.06  O5 1.410, H14 1.090, H15 1.090, H16 1.090
7 H -5.45 0.07 -3.86  C1 1.090
8 H -3.91 -0.64 -3.17  C1 1.090
9 H -3.82 -0.27 -4.77  C1 1.090
10 H -5.59 2.11 -4.41  C3 1.090
11 H -4.15 2.41 -5.42  C3 1.090
12 H -5.17 3.66 -2.92  C4 1.090
13 H -4.57 4.54 -4.40  C4 1.090
14 H -2.88 2.88 -1.64  C6 1.090
15 H -3.18 4.58 -1.38  C6 1.090
16 H -1.64 3.94 -1.85  C6 1.090
17 C -6.50 -1.65 -1.01  O18 1.363, H23 1.090, H24 1.090, H25 1.090
18 O -5.91 -0.89 -0.04  C17 1.363, C19 1.401
19 C -4.86 -0.05 -0.46  O18 1.401, C20 1.604, H26 1.090, H27 1.090
20 C -4.34 0.93 0.70  C19 1.604, O21 1.366, H28 1.090, H29 1.090
21 O -5.39 1.63 1.23  C20 1.366, C22 1.480
22 C -5.84 2.69 0.31  O21 1.480, H30 1.090, H31 1.090, H32 1.090
23 H -5.83 -2.50 -1.01  C17 1.090
24 H -6.65 -1.23 -2.01  C17 1.090
25 H -7.48 -1.91 -0.61  C17 1.090
26 H -5.24 0.63 -1.22  C19 1.090
27 H -4.09 -0.69 -0.88  C19 1.090
28 H -3.60 1.71 0.54  C20 1.090
29 H -3.80 0.34 1.45  C20 1.090
30 H -6.41 3.41 0.89  C22 1.090
31 H -6.45 2.34 -0.53  C22 1.090
32 H -5.05 3.26 -0.18  C22 1.090
33 C 4.04 -2.96 1.19  O34 1.402, H39 1.090, H40 1.090, H41 1.090
34 O 3.77 -4.34 1.18  C33 1.402, C35 1.386
35 C 4.68 -5.37 1.37  O34 1.386, C36 1.548, H42 1.090, H43 1.090
36 C 4.81 -5.55 2.91  C35 1.548, O37 1.470, H44 1.090, H45 1.090
37 O 6.18 -5.13 3.25  C36 1.470, C38 1.367
38 C 6.50 -5.32 4.56  O37 1.367, H46 1.090, H47 1.090, H48 1.090
39 H 4.99 -2.85 1.72  C33 1.090
40 H 3.22 -2.34 1.56  C33 1.090
41 H 4.32 -2.60 0.21  C33 1.090
42 H 5.60 -5.29 0.79  C35 1.090
43 H 4.17 -6.21 0.91  C35 1.090
44 H 4.63 -6.59 3.15  C36 1.090
45 H 4.25 -4.86 3.54  C36 1.090
46 H 6.87 -6.30 4.86  C38 1.090
47 H 5.71 -4.99 5.24  C38 1.090
48 H 7.44 -4.80 4.79  C38 1.090
49 C 0.23 -1.29 6.96  O50 1.216, N51 1.308, H54 1.101
50 O -0.90 -1.36 7.39  C49 1.216
51 N 0.76 -1.99 5.98  C49 1.308, C52 1.395, C53 1.485
52 C 2.12 -2.30 5.89  N51 1.395, H55 1.090, H56 1.090, H57 1.090
53 C -0.12 -2.58 4.95  N51 1.485, H58 1.090, H59 1.090, H60 1.090
54 H 1.04 -0.66 7.34  C49 1.101
55 H 2.23 -3.35 6.15  C52 1.090
56 H 2.69 -1.92 6.74  C52 1.090
57 H 2.43 -2.06 4.88  C52 1.090
58 H 0.42 -2.49 4.00  C53 1.090
59 H -0.29 -3.63 5.18  C53 1.090
60 H -1.14 -2.20 4.89  C53 1.090
61 C -0.98 1.16 4.65  O62 1.235, N63 1.348, H66 1.101
62 O 0.04 1.31 3.96  C61 1.235
63 N -1.89 2.13 4.87  C61 1.348, C64 1.435, C65 1.489
64 C -3.19 1.80 5.36  N63 1.435, H67 1.090, H68 1.090, H69 1.090
65 C -1.76 3.56 4.50  N63 1.489, H70 1.090, H71 1.090, H72 1.090
66 H -1.13 0.20 5.16  C61 1.101
67 H -3.18 0.73 5.59  C64 1.090
68 H -3.95 2.19 4.68  C64 1.090
69 H -3.30 2.29 6.33  C64 1.090
70 H -0.86 3.94 4.01  C65 1.090
71 H -2.57 3.82 3.82  C65 1.090
72 H -1.78 4.12 5.43  C65 1.090
73 C 4.56 3.02 -6.92  O74 1.232, N75 1.348, H78 1.101
74 O 4.12 3.08 -8.06  C73 1.232
75 N 3.88 2.40 -5.93  C73 1.348, C76 1.420, C77 1.446
76 C 4.52 2.57 -4.68  N75 1.420, H79 1.090, H80 1.090, H81 1.090
77 C 2.94 1.31 -6.12  N75 1.446, H82 1.090, H83 1.090, H84 1.090
78 H 5.41 3.65 -6.62  C73 1.101
79 H 4.06 1.92 -3.94  C76 1.090
80 H 4.43 3.64 -4.50  C76 1.090
81 H 5.59 2.37 -4.71  C76 1.090
82 H 2.14 1.23 -5.38  C77 1.090
83 H 2.57 1.37 -7.14  C77 1.090
84 H 3.42 0.35 -5.94  C77 1.090
85 C -1.19 0.57 -6.61  C86 1.328, C91 1.502, H95 1.080
86 C -1.24 1.16 -5.42  C85 1.328, C87 1.497, O94 1.362
87 C -0.89 0.49 -4.13  C86 1.497, O88 1.219, C89 1.450
88 O -0.73 1.00 -3.03  C87 1.219
89 C -0.73 -0.94 -4.28  C87 1.450, C90 1.373, H96 1.080
90 C -0.78 -1.59 -5.49  C89 1.373, C91 1.463, O93 1.352
91 C -0.94 -0.91 -6.77  C85 1.502, C90 1.463, O92 1.260
92 O -0.79 -1.45 -7.90  C91 1.260
93 O -0.57 -2.93 -5.52  C90 1.352, H97 0.960
94 O -1.52 2.49 -5.35  C86 1.362, H98 0.960
95 H -1.23 1.14 -7.52  C85 1.080
96 H -0.29 -1.48 -3.46  C89 1.080
97 H -0.65 -3.34 -6.38  O93 0.960
98 H -1.86 2.75 -4.49  O94 0.960
99 C 0.54 -7.58 2.11  C100 1.315, C105 1.508, H109 1.080
100 C 0.00 -6.89 1.13  C99 1.315, C101 1.534, O108 1.369
101 C 0.20 -5.37 1.11  C100 1.534, O102 1.234, C103 1.572
102 O -0.28 -4.62 0.25  C101 1.234
103 C 0.83 -4.81 2.44  C101 1.572, C104 1.300, H110 1.080
104 C 1.30 -5.62 3.34  C103 1.300, C105 1.490, O107 1.400
105 C 1.39 -7.11 3.26  C99 1.508, C104 1.490, O106 1.206
106 O 2.05 -7.80 4.00  C105 1.206
107 O 1.80 -5.08 4.53  C104 1.400, H111 0.960
108 O -0.77 -7.36 0.11  C100 1.369, H112 0.960
109 H 0.42 -8.65 2.16  C99 1.080
110 H 0.86 -3.73 2.48  C103 1.080
111 H 1.72 -5.83 5.12  O107 0.960
112 H -1.24 -6.69 -0.39  O108 0.960
113 C 1.15 -0.87 -0.19  C114 1.298, C119 1.481, H123 1.080
114 C 1.66 -0.04 -1.04  C113 1.298, C115 1.519, O122 1.342
115 C 1.37 1.46 -1.00  C114 1.519, O116 1.226, C117 1.404
116 O 1.80 2.39 -1.66  C115 1.226
117 C 0.36 1.78 -0.08  C115 1.404, C118 1.310, H124 1.080
118 C -0.14 0.95 0.80  C117 1.310, C119 1.461, O121 1.390
119 C 0.22 -0.47 0.89  C113 1.481, C118 1.461, O120 1.185
120 O -0.06 -1.27 1.72  C119 1.185
121 O -1.17 1.39 1.61  C118 1.390, H125 0.960
122 O 2.59 -0.46 -1.91  C114 1.342, H126 0.960
123 H 1.51 -1.89 -0.23  C113 1.080
124 H -0.08 2.76 -0.14  C117 1.080
125 H -0.84 1.38 2.51  O121 0.960
126 H 2.83 0.21 -2.55  O122 0.960
127 C 3.49 6.28 0.03  C128 1.407, C133 1.439, H137 1.080
128 C 2.58 6.19 -1.05  C127 1.407, C129 1.484, O136 1.326
129 C 1.20 5.66 -0.90  C128 1.484, O130 1.167, C131 1.450
130 O 0.50 5.59 -1.83  C129 1.167
131 C 0.82 5.46 0.48  C129 1.450, C132 1.423, H138 1.080
132 C 1.73 5.63 1.56  C131 1.423, C133 1.521, O135 1.332
133 C 3.20 5.96 1.40  C127 1.439, C132 1.521, O134 1.204
134 O 4.01 6.03 2.29  C133 1.204
135 O 1.37 5.47 2.83  C132 1.332, H139 0.960
136 O 2.95 6.55 -2.27  C128 1.326, H140 0.960
137 H 4.38 6.87 -0.11  C127 1.080
138 H -0.20 5.20 0.75  C131 1.080
139 H 2.18 5.71 3.30  O135 0.960
140 H 2.16 6.63 -2.81  O136 0.960